Below is a structure of composition C30H48P2Sn at a distorted geometry, with properties calculated with the ωB97M-V functional and the def2-TZVPD basis.

XYZ file:
```
81
C30H48P2Sn the ωB97M-V functional and the def2-TZVPD basis
Sn 0.39 -3.15 0.29
C 0.96 2.23 -0.04
C 0.68 1.69 -1.33
C -1.31 2.37 -0.41
C -0.28 2.65 0.52
C -0.72 1.76 -1.55
C 2.30 2.35 0.57
H 2.81 1.38 0.61
H 2.22 2.74 1.59
H 2.94 3.03 -0.01
C -0.47 3.24 1.86
H 0.45 3.74 2.20
H -0.73 2.48 2.61
H -1.28 3.98 1.85
C -2.75 2.64 -0.21
H -2.89 3.64 0.23
H -3.22 1.91 0.46
H -3.28 2.61 -1.17
C -1.43 1.31 -2.77
H -1.39 2.07 -3.56
H -2.48 1.11 -2.55
H -0.98 0.39 -3.17
C 1.68 1.17 -2.29
H 1.94 1.92 -3.05
H 1.29 0.29 -2.82
H 2.61 0.88 -1.78
C 1.81 -4.42 1.14
C 2.45 -3.17 0.77
C 3.22 -2.89 -0.50
C 2.36 -2.80 -1.79
C 0.95 -3.40 -1.63
C 0.98 -4.90 -1.83
C 2.08 -5.69 -1.09
C 1.95 -5.75 0.44
H 4.06 -3.60 -0.62
H 2.89 -3.32 -2.60
H 3.72 -1.92 -0.34
H 2.84 -6.28 0.83
H 1.62 -4.56 2.21
H 2.83 -2.56 1.61
H 1.10 -6.39 0.72
H 2.08 -6.73 -1.46
H 1.21 -5.05 -2.90
H 3.07 -5.30 -1.35
H 2.27 -1.75 -2.11
H 0.21 -2.91 -2.27
P 4.59 -1.25 2.22
C 4.14 -1.69 3.94
C 6.16 -2.20 2.19
P -0.69 -5.99 -2.06
C -1.28 -5.26 -0.58
C -1.47 -5.32 -3.53
C -0.42 -7.74 -2.21
H 3.04 -1.65 4.03
H 4.59 -0.92 4.58
H 4.50 -2.70 4.21
H 6.13 -2.89 1.33
H 6.34 -2.77 3.12
H 6.96 -1.46 2.03
H 0.56 -8.06 -1.83
H -0.50 -8.02 -3.27
H -1.21 -8.25 -1.65
H -2.20 -4.68 -0.69
H -1.28 -5.90 0.31
H -2.51 -5.08 -3.28
H -1.44 -6.09 -4.32
H -0.95 -4.41 -3.88
C -0.48 -1.26 0.94
C -0.86 -1.05 2.38
C -1.72 0.01 2.71
C -1.98 0.33 4.05
C -1.42 -0.44 5.07
C -0.62 -1.54 4.75
C -0.35 -1.85 3.42
H 0.30 -0.55 0.64
H -1.34 -1.10 0.27
H -2.19 0.59 1.91
H -2.62 1.19 4.29
H -1.60 -0.18 6.12
H -0.19 -2.16 5.54
H 0.27 -2.72 3.16
```

## Properties
HOMO-LUMO gap (alpha / beta): 2.93 / 2.95 eV
ΔE to the lowest compared entry with this formula, charge and spin: 128.8 kcal/mol
total charge: +2
HOMO level (alpha / beta): -10.846 / -10.847 eV

Atom charges from the Löwdin analysis, given in e for atoms 1 to 4: atom 1 (Sn): 1.368, atom 2 (C): -0.124, atom 3 (C): -0.122, atom 4 (C): -0.131